[1]
Formula: C41H37F5IrOP2
Source: OMol25
Level of theory: ωB97M-V/def2-TZVPD

total charge = +2
multiplicity = 6
expectation value of S² = 8.839
HOMO energy (alpha / beta) = -12.011 / -12.119 eV
gap between HOMO and LUMO (alpha / beta) = 0.208 / 0.076 hartree
E_LUMO (alpha / beta) = -6.34 / -10.05 eV
energy relative to the best compared isomer or geometry (same formula, charge and spin) = 4.707 eV
electronic energy = -80140.0779 eV

Geometry as XYZ:
```
87
Properties=species:S:1:pos:R:3:forces:R:3:mulliken_charge:R:1
H -3.842 -3.830 -0.646 0.23 0.22 0.02 0.3889
C 0.943 3.009 -2.730 0.32 0.18 0.04 -0.0180
C 3.109 2.179 -1.996 -0.41 0.14 -0.22 -0.5454
C 3.097 2.315 -5.473 -0.72 -1.02 1.41 0.0158
H -3.313 -2.388 1.319 0.08 -0.01 -0.20 0.3698
H -3.162 -3.489 -7.038 0.18 0.02 0.09 0.4100
C -0.926 -1.278 -0.831 0.32 -0.61 0.00 0.4152
C 0.021 -4.243 -4.954 -0.47 0.25 0.17 -0.5933
F 1.023 1.702 9.463 -0.07 -0.73 -0.28 -0.2901
F -0.138 -3.076 7.041 0.03 0.69 0.23 -0.3095
C -0.786 -0.375 -3.984 0.73 0.94 -0.08 -0.7832
C 1.194 4.218 -2.076 0.07 -0.15 0.18 -0.7918
H 3.979 -0.334 2.558 -1.21 -0.02 -0.07 0.3570
H -2.778 2.827 4.670 0.65 -0.22 -0.18 0.3530
C 3.351 3.385 -1.340 -0.03 -0.03 0.08 -0.7304
H 0.452 5.013 -2.115 0.16 -0.17 0.08 0.4539
H -2.701 2.588 1.893 0.03 -0.11 0.17 0.4504
C 0.309 -0.733 6.799 0.04 0.48 0.61 0.1632
C -1.669 -1.386 0.333 -0.07 -0.35 0.36 0.1726
C -3.016 -3.118 -0.696 -0.04 0.14 0.29 -0.9958
H 2.654 0.021 -8.568 0.02 0.17 0.25 0.4294
H -1.383 -0.789 1.206 -0.35 -0.06 -0.26 -0.2095
C 0.518 -0.611 9.628 0.06 -0.02 0.66 0.5664
H -3.370 0.011 1.992 -0.40 0.66 0.73 0.2889
H 0.001 2.865 -3.253 0.21 0.11 0.11 0.4314
C -0.707 -3.055 -4.705 0.38 -0.19 -0.22 0.4716
H -1.869 -0.306 -4.097 0.27 0.17 -0.33 0.8324
H -3.846 1.125 3.373 0.59 -0.42 -0.31 0.4742
H -2.303 -1.345 3.341 0.25 0.05 0.08 0.4931
P 1.800 0.449 -3.709 0.20 0.65 -0.01 -0.0257
F 0.578 -0.547 10.967 -0.05 -0.08 -1.01 -0.2643
C -3.000 0.633 2.840 0.52 0.58 -1.26 -1.1024
H 0.069 2.066 2.242 -0.09 -0.03 0.14 0.6107
H 2.583 5.341 -0.861 -0.07 -0.20 -0.14 0.4556
F 0.040 -2.923 9.739 0.14 0.64 -0.45 -0.2655
C 2.776 0.669 -7.697 0.83 1.08 -1.93 -0.4594
C 2.869 -0.266 2.746 0.56 -0.06 -0.20 -0.9004
H -1.603 3.214 5.928 0.12 -0.36 -0.65 0.3909
H -1.402 1.073 6.698 -0.40 -0.09 -0.17 0.2476
Ir 1.675 -1.079 1.299 -0.05 0.19 0.45 0.9369
H 3.842 1.368 -1.970 -0.12 0.27 -0.02 0.4193
C 1.914 2.003 -2.723 0.35 -0.13 0.08 0.5392
H -0.101 -0.555 -0.875 -0.14 0.07 -0.18 0.2419
H 0.945 -4.432 -4.396 -0.39 -0.03 -0.16 0.3671
C 0.754 0.527 8.865 0.20 0.63 0.37 0.1678
H 2.594 -0.770 3.686 0.01 -0.05 -0.26 0.2457
H 1.964 -0.787 -6.321 0.12 0.26 -0.04 0.4686
P -0.063 -1.926 -3.379 -0.62 -0.81 -0.02 0.1891
H 3.580 2.319 -8.864 -0.13 -0.18 0.45 0.4163
H -3.079 1.001 6.097 0.54 -0.10 0.05 0.4404
C 0.137 -1.891 7.616 -0.12 -0.09 -0.49 0.0569
H -2.455 -3.680 -2.714 0.02 0.10 0.23 0.4108
C 0.694 0.449 7.494 -0.04 0.32 -0.25 0.4538
H -2.000 -5.679 -7.320 0.18 0.32 0.24 0.3970
C 2.389 4.402 -1.376 0.14 -0.11 -0.14 -0.5439
F 0.972 1.555 6.767 -0.20 -0.59 0.45 -0.3187
C -2.731 -2.303 0.403 0.28 -0.05 -0.22 -0.8271
C -1.827 2.485 5.121 -0.23 -0.69 0.36 -0.8826
C -1.187 -2.124 -1.927 -0.17 -0.21 -0.17 0.1663
H -0.155 1.480 -4.920 -0.36 -0.06 0.52 0.9233
C -2.018 1.105 5.788 -0.24 -0.75 0.10 -0.5735
C 0.237 -1.822 8.993 -0.14 -0.55 0.37 0.2811
H -1.843 -1.062 5.531 0.11 0.08 -0.19 0.6918
C -0.842 2.100 2.851 1.34 -0.51 1.07 -0.4966
C 2.397 0.211 -6.433 -0.36 0.18 2.34 -0.1458
H -1.767 1.351 1.139 -0.28 -0.07 0.46 0.0997
C -0.446 -5.170 -5.890 0.07 -0.13 -0.09 -0.5220
H 0.283 2.338 4.664 0.15 0.04 -0.45 0.3833
O 0.124 -0.658 5.522 1.42 -0.63 -0.82 -0.5672
C 2.529 1.047 -5.304 -0.12 -0.14 -0.18 0.2279
C -2.083 1.711 2.138 -0.84 0.47 -0.67 -0.6542
H -2.301 -1.796 -5.475 -0.03 -0.36 0.08 0.2651
C -2.243 -3.042 -1.857 0.36 0.47 0.14 -0.3357
C -2.274 -3.708 -6.449 0.19 -0.07 -0.02 -0.6278
C -2.238 -0.312 3.686 0.36 -1.08 0.38 -0.3816
H 4.295 3.525 -0.807 -0.39 0.02 -0.13 0.4742
C 3.301 1.957 -7.870 0.03 0.12 0.09 -0.5902
H 3.232 2.976 -4.616 -0.04 -0.20 -0.13 0.3432
C -1.616 -4.931 -6.621 0.22 0.34 0.41 -0.5363
H 0.111 -6.098 -6.057 -0.20 0.37 0.10 0.3791
H 3.848 3.785 -6.860 -0.06 -0.26 0.00 0.4364
C -1.690 -0.157 4.941 -2.82 0.86 1.61 -0.2250
C -1.801 -2.762 -5.532 -0.15 -0.34 0.05 0.1051
C -0.683 2.267 4.176 -0.54 1.65 -0.85 -0.2048
C 3.454 2.774 -6.747 0.52 0.22 -2.40 -0.4920
H 2.542 0.780 2.806 0.04 -0.08 0.02 0.2856
C 0.080 0.618 -4.288 -0.47 -0.96 -0.27 -0.8450
```
Positions in Å, forces in eV/Å.


[2]
Formula: C41H37F7IN2O6P3STaTe
Source: OMol25
Level of theory: ωB97M-V/def2-TZVPD

total charge = +2
multiplicity = 2
expectation value of S² = 0.768
HOMO energy (alpha / beta) = -12.182 / -12.170 eV
gap between HOMO and LUMO (alpha / beta) = 0.208 / 0.154 hartree
E_LUMO (alpha / beta) = -6.53 / -7.98 eV
energy relative to the best compared isomer or geometry (same formula, charge and spin) = 2.978 eV
electronic energy = -133048.8395 eV

Geometry as XYZ:
```
100
Properties=species:S:1:pos:R:3:forces:R:3:mulliken_charge:R:1
H -0.326 -4.854 -5.406 -0.01 0.01 -0.05 0.3550
O 0.423 1.092 -3.528 -0.05 0.18 0.38 -0.6158
C 1.252 -5.795 -4.275 -0.06 0.07 -0.08 -1.1168
H -4.019 5.679 0.732 -0.04 -0.06 -0.01 0.3786
C 0.431 -0.408 6.420 0.21 0.10 0.12 -1.0539
H 4.810 -2.230 -1.866 0.00 0.01 0.00 0.4845
C 0.198 0.425 -2.563 0.53 -0.93 -0.98 -0.0924
C -5.215 1.582 2.145 -0.15 0.06 0.11 -0.2964
H -5.108 3.361 3.364 -0.02 0.01 0.07 0.3185
H 1.587 5.044 -1.988 0.03 0.00 0.00 0.5069
H -1.841 5.689 1.928 0.04 -0.01 0.00 0.2826
P -3.765 0.203 -1.738 -0.85 0.01 -1.52 1.4168
C 3.281 -2.097 -0.367 -0.02 -0.01 0.03 -0.3923
N -4.708 -4.091 2.944 -0.08 -0.03 0.14 -0.3792
H -6.474 2.294 3.700 -0.01 0.01 -0.01 0.4397
F -3.153 -0.274 -0.105 -0.58 -0.27 0.75 -0.3643
N 0.906 -2.954 -3.897 -0.05 0.25 0.06 0.3078
C 0.288 -5.455 -0.629 0.02 0.24 0.00 -0.5131
C 1.395 3.347 -0.706 0.05 0.02 0.03 -0.0476
O -3.608 3.695 0.924 0.31 -0.04 -0.03 -0.2658
H 3.200 1.676 -1.208 0.02 -0.02 0.00 0.5519
H -5.715 2.090 1.324 0.03 -0.04 -0.07 0.2821
H 5.110 1.632 3.686 -0.01 0.02 0.02 0.4626
F 0.134 -6.261 0.415 0.00 -0.05 -0.01 -0.3393
H -4.852 1.853 4.259 -0.02 0.01 0.02 0.2748
H 3.330 -3.147 -0.106 -0.01 0.00 0.00 0.5115
H -1.348 -0.990 5.343 0.02 0.05 0.14 0.4772
C 0.903 -2.591 -6.381 -0.03 0.09 0.15 -1.7739
O -3.804 1.426 1.770 0.09 0.21 -0.09 0.5338
H 0.043 -0.711 7.381 -0.01 -0.02 -0.01 0.4496
C 4.113 -1.580 -1.353 0.01 -0.01 -0.02 -0.8681
H 1.067 -3.128 -7.313 0.03 -0.02 0.01 0.4403
H 1.089 -5.284 -6.364 0.01 0.05 -0.02 0.3852
C 2.404 -1.259 0.301 0.06 0.07 0.06 -1.0223
P 1.179 1.096 0.980 0.36 -0.11 0.31 1.4827
C 3.203 0.618 -0.980 -0.12 0.04 -0.01 -0.1698
C 2.200 0.490 5.031 -0.17 -0.05 -0.13 0.6621
H 3.721 1.619 1.674 0.00 0.01 -0.02 0.4558
F -4.133 0.589 -3.188 -0.02 0.06 0.01 -0.3066
F -2.754 1.509 -1.567 -0.04 -0.59 0.33 -0.3659
C -0.005 -1.871 -1.471 0.27 -0.03 -0.73 0.0098
C 4.080 1.310 3.754 0.02 0.00 0.09 -1.2899
C 1.444 2.865 0.607 -0.25 -0.05 -0.06 0.8701
H 1.476 -1.668 -6.443 -0.01 0.01 0.00 0.5224
C 0.664 -6.006 -1.855 0.00 0.06 -0.01 -0.7305
H -1.075 4.816 0.585 0.01 0.05 0.01 0.1129
C -0.361 -0.548 5.272 -0.37 -0.10 -0.41 -0.7219
H -0.160 -2.351 -6.317 0.00 0.00 -0.02 0.3919
C 1.645 3.769 1.652 0.00 -0.08 0.01 -0.9256
O -0.179 0.929 -1.383 0.49 0.87 -1.03 0.4201
H -0.226 -3.713 0.476 0.00 0.00 0.00 0.9994
P -2.770 2.619 1.684 -0.51 0.87 1.89 -0.3604
C 0.767 -4.895 -5.400 0.06 -0.03 0.22 -0.9612
H 1.008 -0.995 -4.557 -0.01 -0.09 -0.08 0.6992
H 1.774 -1.655 1.092 0.01 -0.05 -0.02 0.1548
C -1.872 5.514 0.855 -0.10 -0.17 0.06 -0.8973
C -3.907 -3.632 2.236 0.21 0.20 -0.21 0.1807
F -4.880 1.008 -0.997 0.07 -0.21 -0.09 -0.3326
H 0.799 -7.077 -1.928 0.00 0.00 -0.01 0.5601
H -5.578 0.559 2.212 0.04 0.00 -0.07 0.3846
H 1.198 2.693 -1.538 0.02 0.01 -0.04 0.1773
Te -1.619 2.996 3.691 -0.29 0.25 -0.32 -0.2333
Ta -1.279 0.378 0.000 1.52 0.63 -0.57 -0.3954
C 0.249 -3.271 -1.586 -0.05 0.08 -0.02 1.1595
C 1.391 0.414 3.847 0.08 0.12 -0.06 0.2162
C 0.074 -4.114 -0.480 -0.05 -0.14 0.11 -0.7831
O -1.693 2.027 0.668 -0.61 1.54 0.33 0.5018
H 4.118 0.990 5.858 -0.01 -0.02 0.01 0.4640
C 2.355 0.103 -0.006 -0.14 -0.02 -0.04 0.7819
C 3.533 0.946 4.948 0.10 0.05 -0.05 -0.7421
O -0.582 -1.383 -0.386 0.74 -1.79 -0.45 0.1395
C 1.962 0.885 2.632 -0.09 -0.01 -0.29 0.4750
C -3.227 5.009 0.408 0.18 0.26 -0.11 -0.2720
C 0.111 -0.133 4.062 -0.43 -0.29 -0.35 0.5166
H 2.045 5.793 2.202 -0.02 0.00 0.00 0.4711
H 4.744 0.180 -2.401 -0.01 0.01 0.00 0.5193
C 0.344 -1.065 -2.554 -0.22 0.08 0.50 0.2796
I -1.396 -0.666 2.535 0.67 -0.26 2.28 0.3236
H 0.828 -6.794 -4.368 0.02 -0.01 0.03 0.4861
C 0.674 -3.807 -2.827 -0.05 -0.09 0.37 -0.1349
C -5.414 2.318 3.450 0.13 -0.06 -0.12 -1.2214
S -2.792 -2.989 1.209 -0.42 -0.65 -0.09 0.2021
C 3.282 1.287 2.606 -0.13 -0.05 0.03 -0.0652
F -2.376 -0.589 -2.189 -0.40 0.19 0.08 -0.1346
C 1.868 5.110 1.382 0.01 0.04 0.02 -0.9453
H 2.060 6.617 -0.133 -0.02 0.01 0.01 0.4524
H 2.335 0.194 7.154 0.00 -0.01 0.00 0.4285
H -3.262 4.914 -0.676 -0.08 -0.06 0.02 0.2565
C 0.783 -1.651 -3.731 0.05 0.05 -0.01 -0.4858
H 1.625 3.435 2.679 0.03 0.00 0.00 0.5380
F -4.543 -1.149 -1.707 0.05 0.07 0.05 -0.3761
C 1.869 5.572 0.075 -0.01 -0.01 0.01 -0.7984
C 1.690 0.096 6.290 -0.09 -0.05 0.08 -0.9253
C 1.616 4.691 -0.966 -0.03 -0.01 -0.01 -1.0498
C 1.329 -3.493 -5.229 0.09 -0.19 -0.51 0.4692
C 0.863 -5.201 -2.952 0.04 -0.15 -0.06 0.9163
H -1.680 6.459 0.346 -0.01 0.00 -0.04 0.4514
C 4.076 -0.227 -1.653 0.03 -0.03 -0.06 -0.7363
H 2.421 -3.553 -5.203 -0.02 0.00 0.09 0.1605
H 2.340 -5.901 -4.326 0.00 -0.02 0.00 0.3495
```
Positions in Å, forces in eV/Å.